{
  "formula": "CH3P",
  "method": "ωB97M-V/def2-TZVPD",
  "elements": ["P", "C", "H", "H", "H"],
  "coordinates": [[-1.225, -0.002, -0.003], [0.391, 0.399, 0.005], [0.568, 1.491, 0.065], [-0.957, -1.496, 0.035], [1.223, -0.392, -0.104]],
  "mulliken_charge": [-0.074, -0.407, 0.252, 0.010, 0.220],
  "gap_ev": 10.12,
  "e_lumo_ev": 0.24,
  "smiles": "C=P",
  "relative_energy_kcal_mol": 0.0,
  "spin_multiplicity": 1
}

{
  "formula": "CH3PS",
  "method": "ωB97M-V/def2-TZVPD",
  "elements": ["S", "P", "C", "H", "H", "H"],
  "coordinates": [[3.181, 1.429, 0.666], [-0.803, -0.249, -0.439], [1.750, 1.612, 0.124], [-2.193, -0.163, -0.181], [-1.164, -1.476, -0.895], [-0.772, -1.153, 0.725]],
  "mulliken_charge": [-0.065, -0.140, 0.019, 0.062, 0.060, 0.065],
  "gap_ev": 10.01,
  "e_lumo_ev": -0.14,
  "relative_energy_kcal_mol": 66.3,
  "spin_multiplicity": 1
}

{
  "formula": "CH3PS",
  "method": "ωB97M-V/def2-TZVPD",
  "elements": ["S", "P", "C", "H", "H", "H"],
  "coordinates": [[3.654, -0.528, -0.008], [1.656, 1.367, 0.021], [0.163, 0.248, -0.039], [-0.459, 0.503, 0.855], [-0.493, 0.186, -0.968], [0.215, -0.932, 0.212]],
  "mulliken_charge": [-0.232, 0.161, -0.806, 0.281, 0.300, 0.296],
  "gap_ev": [7.85, 7.07],
  "e_lumo_ev": [-1.54, -1.79],
  "relative_energy_kcal_mol": 73.9,
  "spin_multiplicity": 1
}

{
  "formula": "CH3PSi",
  "method": "ωB97M-V/def2-TZVPD",
  "elements": ["P", "Si", "C", "H", "H", "H"],
  "coordinates": [[-1.547, -0.536, 0.184], [0.128, -0.984, 1.616], [-0.800, 0.580, 1.197], [1.104, -0.264, -1.890], [-0.652, 1.715, 1.312], [1.767, -0.512, -2.419]],
  "mulliken_charge": [-0.109, 0.019, -0.203, -0.196, 0.301, 0.188],
  "gap_ev": 8.07,
  "e_lumo_ev": -0.38,
  "relative_energy_kcal_mol": 28.3,
  "spin_multiplicity": 1
}

{
  "formula": "CH4BF",
  "method": "ωB97M-V/def2-TZVPD",
  "elements": ["F", "C", "B", "H", "H", "H", "H"],
  "coordinates": [[2.550, 0.607, -0.313], [-0.355, -0.272, 0.347], [-1.632, -0.141, -0.179], [0.018, -1.278, 0.386], [0.253, 0.526, 0.600], [1.669, 0.528, 0.109], [-2.503, 0.029, -0.950]],
  "mulliken_charge": [-0.424, -0.339, -0.267, 0.354, 0.360, 0.337, -0.022],
  "gap_ev": [6.99, 10.99],
  "e_lumo_ev": [0.49, -2.74],
  "relative_energy_kcal_mol": 0.0,
  "spin_multiplicity": 3
}

{
  "formula": "CH4BNO2",
  "method": "ωB97M-V/def2-TZVPD",
  "elements": ["O", "O", "N", "C", "B", "H", "H", "H", "H"],
  "coordinates": [[-0.653, -0.242, 0.160], [1.526, -0.090, 0.904], [0.646, 0.417, 0.232], [0.721, 1.551, -0.370], [-0.745, -1.624, 0.147], [0.144, -2.133, 0.612], [-1.696, -1.920, -0.294], [-1.242, 1.676, -1.090], [1.298, 2.365, -0.301]],
  "mulliken_charge": [-0.367, -0.595, 0.565, -0.393, 0.344, -0.021, -0.046, 0.138, 0.375],
  "gap_ev": [9.08, 8.67],
  "e_lumo_ev": [-0.70, -0.94],
  "relative_energy_kcal_mol": 151.0,
  "spin_multiplicity": 1
}

{
  "formula": "CH4BNO2",
  "method": "ωB97M-V/def2-TZVPD",
  "elements": ["O", "O", "N", "C", "B", "H", "H", "H", "H"],
  "coordinates": [[-0.906, 1.271, 0.066], [0.768, -0.219, 0.167], [-0.598, 0.080, 0.105], [-1.360, -0.985, -0.072], [1.603, 0.832, 0.058], [1.138, 1.821, -0.408], [-2.445, -0.984, 0.141], [-0.897, -2.310, -0.065], [2.697, 0.495, 0.008]],
  "mulliken_charge": [-0.629, -0.364, 0.616, -0.403, 0.337, -0.015, 0.292, 0.223, -0.057],
  "gap_ev": 9.65,
  "e_lumo_ev": 0.12,
  "relative_energy_kcal_mol": 68.0,
  "spin_multiplicity": 1
}

{
  "formula": "CH4BrClOSi",
  "method": "ωB97M-V/def2-TZVPD",
  "elements": ["Br", "Cl", "Si", "O", "C", "H", "H", "H", "H"],
  "coordinates": [[2.861, 1.959, -0.500], [2.049, -0.602, 0.450], [-1.299, -0.643, 0.209], [-0.559, 0.677, -0.391], [2.281, 0.254, -0.892], [-0.776, 1.495, 0.112], [-2.822, -0.781, 0.260], [-0.726, -0.615, 1.529], [-1.009, -1.744, -0.778]],
  "mulliken_charge": [-0.061, -0.078, 0.434, -0.353, 0.103, 0.313, -0.131, -0.127, -0.100],
  "gap_ev": [8.64, 8.82],
  "e_lumo_ev": [0.58, -1.83],
  "relative_energy_kcal_mol": 8.5,
  "spin_multiplicity": 3
}

{
  "formula": "CH4BrClSi",
  "method": "ωB97M-V/def2-TZVPD",
  "elements": ["Br", "Cl", "Si", "C", "H", "H", "H", "H"],
  "coordinates": [[-2.891, 0.619, 0.009], [-1.783, -2.127, -0.066], [0.205, 0.072, -0.482], [-1.350, -0.608, 0.505], [-0.055, 1.486, -0.271], [-1.451, -0.682, 1.776], [1.521, -0.608, -0.178], [0.024, 0.039, -1.862]],
  "mulliken_charge": [-0.159, -0.124, 0.511, -0.260, -0.103, 0.334, -0.095, -0.105],
  "gap_ev": 10.56,
  "e_lumo_ev": 0.40,
  "relative_energy_kcal_mol": 73.4,
  "spin_multiplicity": 1
}

{
  "formula": "CH4BrNO3S",
  "method": "ωB97M-V/def2-TZVPD",
  "elements": ["Br", "S", "O", "O", "O", "N", "C", "H", "H", "H", "H"],
  "coordinates": [[0.453, 1.481, -2.624], [0.205, 0.801, 0.433], [0.042, -2.076, 0.799], [1.575, 1.246, 0.332], [-0.800, 1.563, 1.130], [0.674, -1.123, 1.430], [-0.638, 0.641, -1.270], [-0.751, -2.246, 1.334], [1.605, -1.266, 1.035], [-0.852, -0.347, -1.439], [-1.515, 1.326, -1.160]],
  "mulliken_charge": [-0.062, 1.065, -0.328, -0.552, -0.595, -0.329, -0.604, 0.363, 0.304, 0.384, 0.354],
  "gap_ev": [8.52, 8.52],
  "e_lumo_ev": [-0.77, -0.77],
  "relative_energy_kcal_mol": 20.6,
  "spin_multiplicity": 1
}